# 1
A structure of composition C14H41N3NbO4 in a non-equilibrium geometry, computed with the ωB97M-V functional and the def2-TZVPD basis.

Structure (XYZ):
```
63
Properties=species:S:1:pos:R:3:forces:R:3
C 0.33924 0.71303 0.89469 0.315 -0.123 0.104
C 1.15970 -0.53688 1.62469 -0.215 0.013 -1.670
N 0.36587 -1.21885 2.72570 2.435 0.194 0.450
Nb 0.81887 -0.36538 4.67954 -1.918 -0.926 -2.441
H 0.02769 1.56417 1.63726 0.680 -1.748 -1.184
H -0.65983 0.31540 0.38315 2.241 0.787 1.005
H 1.07906 1.20212 0.09694 -1.701 -1.092 1.524
H 2.23024 -0.16347 1.96765 -2.207 -0.684 -0.862
H 1.28709 -1.35623 0.76559 0.035 1.776 1.542
H 0.79590 -2.19074 2.78460 -0.978 1.293 0.021
H 2.26689 -1.45932 4.85845 0.517 -0.154 0.504
H -0.15899 -1.69219 5.49620 0.259 -0.343 0.369
H -0.65841 0.70136 4.53920 -0.309 0.569 0.446
H 1.91439 0.85897 3.92244 0.778 0.464 0.133
H 1.07954 0.33743 6.35645 0.055 -0.009 -0.006
C -0.24911 3.06660 -2.60046 0.299 -0.229 0.169
O 1.06788 3.31157 -3.07651 -0.457 0.300 -0.341
C 1.11662 4.30250 -4.11067 0.649 0.116 0.269
C 1.81146 5.57634 -3.60464 -0.656 -0.343 0.219
N 0.97985 6.28540 -2.62632 0.306 0.007 -0.131
C 1.69125 7.35673 -1.91780 -0.146 -0.340 0.240
C 2.87610 6.94500 -1.01995 -0.332 0.390 0.346
O 2.49537 6.18155 0.12632 0.344 0.197 -0.665
C 2.36930 4.78698 -0.11167 -0.042 -0.014 0.497
H -0.21432 2.19780 -1.93675 0.098 0.148 -0.101
H -0.61915 3.91920 -2.02686 -0.209 0.036 -0.033
H -0.93189 2.84508 -3.42568 -0.044 0.069 0.008
H 0.12457 4.52371 -4.52056 0.005 0.008 0.226
H 1.71890 3.87829 -4.92034 -0.007 0.044 0.003
H 2.01325 6.23723 -4.45252 -0.023 0.040 0.009
H 2.76747 5.27858 -3.16797 0.199 -0.128 -0.136
H 0.63983 5.62090 -1.93724 0.072 0.107 -0.159
H 0.94821 7.85570 -1.28555 0.167 -0.005 0.005
H 2.03265 8.10121 -2.64650 0.057 -0.108 -0.014
H 3.31655 7.86924 -0.62593 -0.083 -0.092 0.005
H 3.67688 6.44735 -1.57543 -0.088 -0.200 -0.047
H 3.06415 4.42665 -0.87548 -0.094 0.070 -0.064
H 1.34190 4.54566 -0.38080 -0.019 -0.234 -0.177
H 2.58799 4.26387 0.82381 -0.003 0.127 -0.089
C -1.10961 -3.42136 -1.71836 -0.267 0.229 0.215
O -2.41697 -3.85406 -1.36522 0.348 -0.384 -0.402
C -2.67190 -5.21933 -1.71856 -0.433 0.008 0.582
C -2.79802 -6.08824 -0.45736 0.618 0.413 -0.254
N -1.50314 -6.24743 0.21299 -0.322 -0.074 -0.028
C -1.60426 -6.84138 1.55197 0.144 0.400 0.011
C -2.36926 -6.03961 2.62502 0.600 -0.055 0.318
O -1.72486 -4.82278 3.00687 -0.603 -0.658 -0.324
C -2.01666 -3.71467 2.16765 0.177 0.342 0.444
H -1.05524 -2.34036 -1.56020 -0.096 -0.179 0.039
H -0.35884 -3.89698 -1.08354 0.170 -0.029 -0.109
H -0.89649 -3.62868 -2.77091 0.057 -0.055 0.001
H -1.91677 -5.61819 -2.40543 0.098 0.101 0.177
H -3.63208 -5.23094 -2.24408 0.011 -0.033 0.012
H -3.18313 -7.07335 -0.73608 0.028 -0.037 0.006
H -3.52694 -5.60968 0.20063 -0.253 0.052 -0.065
H -1.06245 -5.33652 0.30264 -0.123 -0.158 -0.007
H -0.57686 -6.98166 1.90634 -0.151 0.016 0.078
H -2.04511 -7.84146 1.46651 -0.081 0.072 -0.043
H -2.39336 -6.65768 3.53104 0.057 0.067 -0.072
H -3.41560 -5.86317 2.35761 -0.005 0.145 -0.172
H -3.02568 -3.75955 1.74823 0.024 -0.151 -0.085
H -1.27302 -3.64050 1.37535 -0.076 0.150 -0.233
H -1.93670 -2.80498 2.76987 0.096 -0.164 -0.060
```
Forces are in eV/Å.

Strongest force on any atom in eV/Å: 3.24
HOMO level in Eh: -0.1707
ΔE to the lowest compared entry with this formula, charge and spin in kcal/mol: 34.0
Net charge: -1
Frontier orbital gap in eV: 7.12
LUMO in Ha: 0.0909

=====

# 2
A structure of composition C31H31BCl7N6O3Ru in a non-equilibrium geometry, computed with the ωB97M-V functional and the def2-TZVPD basis.

Structure (XYZ):
```
80
Properties=species:S:1:pos:R:3:forces:R:3
Ru 0.08198 -0.31023 -0.12371 0.147 -0.476 0.292
C -0.96457 -4.03341 -3.13388 -0.020 -0.015 0.042
C -1.60139 -3.76558 -1.76342 0.301 0.080 -0.185
C -2.45074 -2.52694 -1.80526 -0.296 -0.099 0.135
C -0.52545 -3.69495 -0.71815 0.195 0.123 0.271
C 0.02049 -4.85288 -0.15384 -0.200 -0.078 -0.150
C 0.96195 -4.42047 0.73761 0.119 -0.073 0.060
N 0.99483 -3.08763 0.70175 -0.107 -0.119 -0.069
N 0.09222 -2.60988 -0.18993 -0.533 0.312 -0.378
B 1.85818 -2.22610 1.60334 -0.002 0.078 0.058
N 0.94990 -1.34753 2.44649 -0.223 -0.174 0.449
C 1.10365 -1.01946 3.72060 -0.043 -0.015 0.065
C 0.02155 -0.25513 4.10980 -0.109 0.099 -0.001
C -0.77134 -0.13347 2.97404 -0.057 -0.097 -0.175
N -0.20299 -0.83228 1.96134 0.441 0.533 -0.747
C -2.06399 0.60651 2.85003 0.166 0.252 0.029
C -1.83280 2.00132 2.26006 -0.029 -0.042 0.182
C -2.76574 0.71935 4.20041 0.005 -0.134 -0.009
N 2.75987 -1.35103 0.76494 0.415 -0.101 -0.241
C 4.06377 -1.17901 0.96493 0.106 -0.012 0.062
C 4.54141 -0.35551 -0.01971 0.032 0.159 -0.154
C 3.43764 -0.04078 -0.81924 -0.190 -0.229 0.058
N 2.33979 -0.67035 -0.32427 -0.444 0.173 -0.012
C 3.58303 0.83768 -2.03658 -0.140 0.145 0.209
C 2.39049 0.81809 -2.95861 0.131 -0.119 -0.257
C 3.88895 2.27725 -1.60109 0.131 -0.063 0.003
H -1.73652 -4.23598 -3.87868 0.018 0.024 -0.002
H -0.28715 -4.88737 -3.09432 -0.018 0.017 -0.034
H -0.39192 -3.15917 -3.45563 0.001 -0.032 0.002
H -2.23049 -4.61793 -1.49807 0.080 -0.087 0.016
H -1.80000 -1.68359 -1.96119 0.071 0.138 -0.055
H -2.98722 -2.38098 -0.86664 -0.012 0.052 0.000
H -3.17321 -2.57140 -2.62231 -0.007 0.026 0.012
H -0.25901 -5.86855 -0.37965 -0.025 0.044 0.010
H 1.60647 -4.96847 1.40475 0.020 0.082 -0.016
H 2.52810 -2.92713 2.30964 0.004 0.044 0.019
H 1.96574 -1.34937 4.27717 -0.043 -0.092 -0.030
H -0.16776 0.16259 5.08355 -0.016 -0.043 -0.033
H -2.68958 0.04626 2.16583 0.063 -0.033 -0.019
H -1.17416 2.58573 2.90966 -0.049 0.004 0.003
H -2.78286 2.53039 2.15522 0.015 -0.009 0.015
H -1.37797 1.92733 1.28274 0.007 0.071 -0.064
H -2.19856 1.35882 4.88134 -0.049 -0.003 -0.001
H -2.88720 -0.25884 4.66998 -0.022 0.030 0.015
H -3.75402 1.16244 4.06859 0.020 0.023 0.009
H 4.56685 -1.66222 1.78640 -0.063 -0.030 -0.024
H 5.55472 -0.01946 -0.16343 -0.032 -0.018 -0.034
H 4.45437 0.45591 -2.57641 0.036 -0.013 0.047
H 1.51661 1.14220 -2.42082 -0.194 0.159 0.023
H 2.19640 -0.17931 -3.35529 -0.044 0.011 0.022
H 2.54556 1.50421 -3.79412 0.026 -0.042 -0.005
H 3.04254 2.69935 -1.05767 -0.013 0.021 -0.001
H 4.08387 2.90161 -2.47529 -0.018 -0.006 0.017
H 4.76297 2.31927 -0.94902 -0.036 0.022 0.000
Cl 2.29624 6.82723 1.47710 0.003 -0.040 -0.011
C 1.98682 5.13430 1.37374 0.023 0.073 0.034
C 1.12346 4.63223 0.40857 -0.043 0.045 -0.055
Cl 0.35742 5.69142 -0.71296 0.006 -0.026 0.005
C 0.88036 3.27119 0.34271 -0.043 -0.086 0.048
Cl -0.15479 2.58198 -0.83973 -0.143 0.372 -0.427
C 1.45648 2.34257 1.22200 0.009 -0.203 -0.092
O 1.23999 1.06755 1.16864 -0.555 0.363 -0.422
C 2.32979 2.88252 2.18946 0.061 -0.103 0.084
Cl 3.07236 1.76744 3.27598 0.061 0.069 -0.019
C 2.59194 4.24267 2.26074 0.005 -0.070 0.036
Cl 3.67700 4.83782 3.45644 0.002 0.008 0.012
Cl -6.32121 0.78450 -4.18779 0.027 0.015 0.040
C -5.01500 0.62465 -3.05330 -0.167 -0.019 0.007
C -5.30646 0.42057 -1.69746 0.021 0.040 0.004
C -4.29851 0.28357 -0.78200 0.228 0.056 0.084
Cl -4.71023 0.00022 0.87204 -0.181 -0.012 -0.090
C -2.91291 0.34014 -1.14771 0.186 0.098 0.027
O -1.98106 0.25885 -0.26603 0.105 -0.817 0.779
C -2.67663 0.50459 -2.53714 -0.108 0.192 0.163
C -1.35084 0.40706 -3.04066 0.030 0.089 -0.065
O -0.34868 0.07177 -2.41059 0.708 -0.451 0.593
C -3.72064 0.66792 -3.46586 0.138 -0.015 -0.182
H -6.33632 0.36945 -1.37048 0.019 -0.012 0.010
H -1.23105 0.62140 -4.11331 0.075 -0.048 -0.024
H -3.48477 0.79249 -4.51644 0.013 0.019 0.031
```
Forces are in eV/Å.

Strongest force on any atom in eV/Å: 1.13
HOMO level (alpha / beta) in Eh: -0.2906 / -0.2901
Spin multiplicity: 2
ΔE to the lowest compared entry with this formula, charge and spin in kcal/mol: 54.9
Net charge: 0
Frontier orbital gap (alpha / beta) in eV: 6.66 / 6.45
LUMO (alpha / beta) in Ha: -0.0458 / -0.0530

=====

# 3
A cluster of 2 separate species, C2H6IOP in total in a non-equilibrium geometry, computed with the ωB97M-V functional and the def2-TZVPD basis.

Structure (XYZ):
```
11
Properties=species:S:1:pos:R:3:forces:R:3
C -0.34438 -0.02251 -1.68488 0.972 -0.650 2.115
C -0.90674 -0.82226 -0.77619 -1.134 1.197 -1.328
H -0.85323 0.85047 -2.06756 -0.069 -0.275 -0.397
H 0.73805 -0.08485 -1.69922 0.004 0.246 -0.865
H -1.93968 -0.73230 -0.60763 -1.545 0.464 0.063
H -0.59763 -1.60967 -0.16075 1.701 -0.997 0.353
O 2.75978 0.72760 1.69722 1.599 3.406 1.350
P 2.84254 0.27488 0.13608 0.839 -1.630 0.968
I 5.35560 -0.03498 -0.15621 -0.621 0.092 -0.004
H 3.26755 1.60193 1.94048 -1.631 -2.357 -0.860
H 2.70179 -1.07141 0.72347 -0.114 0.504 -1.393
```
Forces are in eV/Å.

Strongest force on any atom in eV/Å: 4.00
HOMO level in Eh: -0.3387
ΔE to the lowest compared entry with this formula, charge and spin in kcal/mol: 48.9
Net charge: 0
Frontier orbital gap in eV: 9.17
SMILES: C=C.OPI
LUMO in Ha: -0.0017

=====

# 4
A structure of composition C51H31Br2F15GeIrN5O3S in a non-equilibrium geometry, computed with the ωB97M-V functional and the def2-TZVPD basis.

Structure (XYZ):
```
110
Properties=species:S:1:pos:R:3:forces:R:3
Ir -0.39027 -0.89601 0.85038 -0.182 2.872 -3.057
C 4.36627 -3.61170 -3.39560 0.044 -0.073 -0.063
O 3.57088 -3.02899 -2.38175 -0.060 0.030 0.145
C 3.96031 -1.81011 -1.91568 -0.013 0.026 0.086
C 5.01884 -1.08618 -2.44764 0.033 -0.050 -0.084
C 5.35217 0.15792 -1.93279 -0.031 0.003 0.085
C 4.64358 0.69124 -0.87278 0.110 0.063 0.014
C 3.60101 -0.03399 -0.32019 -0.090 -0.102 -0.038
C 3.25039 -1.27328 -0.83208 0.052 0.290 -0.136
N 2.19068 -1.99710 -0.21969 -0.390 0.166 0.394
C 1.06573 -2.39194 -0.84894 -0.546 -0.170 -0.707
N 0.92631 -1.95777 -2.16103 0.968 -0.228 -0.055
C -0.08753 -1.00817 -2.33782 -0.655 0.290 -0.049
C -0.82884 -0.52100 -1.23927 0.192 -0.775 0.709
C -1.81854 0.41033 -1.52919 -0.170 -0.124 0.085
C -2.04821 0.89017 -2.80702 -0.044 -0.009 0.026
C -1.25591 0.45978 -3.85486 -0.040 -0.031 -0.046
C -0.27890 -0.49173 -3.63159 -0.139 0.178 0.226
O 0.55210 -0.75513 -4.70148 0.221 -0.079 0.129
C 0.79056 -2.07822 -5.13177 -0.100 0.042 -0.128
N 0.09062 -2.94662 -0.19057 0.103 0.290 2.178
C -0.91238 -3.76808 -0.67925 -0.045 -0.160 -0.356
C -2.14315 -3.78932 -0.02570 0.182 0.074 -0.166
C -3.13084 -4.68663 -0.38652 -0.060 -0.052 0.026
C -2.89119 -5.60815 -1.39111 -0.058 0.006 0.087
C -1.65546 -5.64243 -2.01966 0.015 -0.051 -0.117
C -0.66650 -4.73308 -1.67753 -0.127 0.213 0.188
O 0.58873 -4.73593 -2.22975 -0.038 -0.029 0.042
C 1.01846 -5.94597 -2.82292 0.064 -0.018 -0.071
H 3.90444 -4.56534 -3.63568 -0.023 -0.005 0.005
H 5.38632 -3.78985 -3.04524 -0.001 0.041 -0.020
H 4.39023 -2.99123 -4.29542 -0.009 -0.010 0.024
H 5.59750 -1.48120 -3.26910 -0.036 -0.018 -0.013
H 6.17865 0.70219 -2.36798 0.000 0.038 -0.023
H 4.89008 1.66858 -0.48363 -0.008 0.011 0.042
H 3.02566 0.37681 0.50019 -0.032 0.001 0.009
H 2.19914 -2.06990 0.79119 0.026 -0.416 0.094
H 1.10261 -2.63944 -2.87841 0.000 -0.044 0.081
H -2.44237 0.76994 -0.72686 0.052 0.038 0.037
H -2.84013 1.60370 -2.98369 -0.010 0.058 -0.010
H -1.37570 0.85620 -4.85396 0.013 -0.027 -0.049
H 1.04556 -1.99894 -6.18852 -0.009 -0.116 0.017
H -0.09482 -2.71411 -5.02888 0.003 0.027 0.071
H 1.64331 -2.53395 -4.61465 -0.009 -0.007 -0.059
H -2.28217 -3.09162 0.78932 -0.044 0.026 -0.020
H -4.07714 -4.68507 0.13641 -0.034 0.035 -0.006
H -3.65572 -6.31865 -1.67290 -0.001 -0.024 -0.025
H -1.47628 -6.39361 -2.77637 0.058 0.045 -0.037
H 2.09320 -5.84785 -2.94849 0.035 -0.041 -0.025
H 0.55573 -6.10297 -3.80137 -0.011 -0.003 0.035
H 0.80449 -6.80130 -2.17708 -0.005 0.023 -0.014
Br 0.94276 -5.71333 6.67827 -0.025 0.203 -0.183
C 0.95317 -4.59860 5.14219 0.197 -0.447 0.062
C 1.51662 -5.05898 3.96548 -0.153 0.008 0.264
C 1.44634 -4.21360 2.88080 -0.055 0.121 -0.269
N 0.91992 -2.98870 2.89463 0.303 0.340 0.239
C 0.43407 -2.51894 4.04812 0.426 -1.543 -0.405
C 0.41634 -3.34062 5.19266 -0.409 0.594 -0.011
C -0.01398 -1.12781 4.13098 -0.625 2.331 -0.145
C -0.28745 -0.63114 5.41656 0.316 -0.744 -0.372
C -0.51338 0.70119 5.62869 -0.135 0.693 -0.023
Br -0.74631 1.36605 7.38447 -0.032 -0.121 -0.193
C -0.53119 1.56185 4.54879 0.098 -0.188 0.866
C -0.34373 1.01110 3.30547 -0.030 -0.041 -0.556
N -0.09318 -0.27446 3.03602 0.212 -1.952 1.798
H 1.97645 -6.03184 3.89334 -0.006 -0.045 -0.023
H 1.85005 -4.56821 1.94395 -0.019 0.145 -0.296
H -0.02745 -2.98930 6.10970 0.081 -0.280 0.002
H -0.27107 -1.29930 6.26176 0.040 0.275 0.006
H -0.68109 2.62176 4.67809 0.038 -0.091 -0.061
H -0.37077 1.66414 2.44595 0.020 -0.201 0.033
C -2.40452 -0.58880 1.39658 0.891 -0.333 -0.247
H -2.54366 0.46907 1.63172 0.073 0.044 -0.040
H -2.63985 -1.17188 2.29084 0.093 -0.056 0.019
H -3.09289 -0.87059 0.60153 0.099 -0.033 -0.092
F -1.81486 3.68465 3.19109 -0.295 0.146 0.122
C -2.88195 3.43768 2.40926 0.039 -0.035 -0.334
C -2.69033 3.22619 1.04789 0.416 -0.133 -0.139
C -3.83185 2.88824 0.33466 0.133 -0.023 0.263
F -3.76504 2.58052 -0.95395 -0.140 0.003 -0.109
C -5.08405 2.80070 0.92450 -0.035 -0.006 -0.051
F -6.13807 2.43384 0.19729 -0.028 0.070 0.024
C -5.23874 3.07653 2.27108 0.169 -0.035 -0.105
F -6.43688 3.01876 2.83764 0.006 -0.025 0.022
C -4.11892 3.38808 3.02362 0.031 0.045 0.096
F -4.23773 3.62907 4.33046 -0.002 -0.025 0.007
Ge -0.78853 3.40407 0.35266 -0.103 0.586 -0.266
S 0.53353 1.68355 0.30107 -0.612 -1.032 0.608
C -0.19591 4.96295 1.47217 -0.099 -0.171 -0.166
C 0.77547 4.93729 2.45464 -0.196 0.041 -0.274
F 1.40328 3.78521 2.71864 0.134 0.106 0.241
C 1.10015 6.06471 3.19076 0.071 -0.130 0.019
F 2.03763 6.01192 4.13999 -0.006 0.028 0.004
C 0.43600 7.25709 2.94578 -0.061 -0.110 -0.080
F 0.73206 8.34275 3.65472 0.019 0.006 -0.005
C -0.54420 7.31241 1.96775 -0.051 0.039 -0.023
F -1.19101 8.45565 1.73509 0.019 0.005 0.014
C -0.84210 6.16537 1.25385 0.136 -0.260 0.006
F -1.80723 6.20996 0.31767 -0.050 0.258 0.094
C -0.46928 4.19818 -1.46746 -0.123 -0.222 0.157
C -1.31102 4.30015 -2.55901 0.287 0.150 0.056
F -2.63162 4.21193 -2.41367 -0.141 -0.080 -0.068
C -0.83405 4.53753 -3.83979 -0.096 -0.051 0.032
F -1.68060 4.57054 -4.87184 0.038 0.048 -0.028
C 0.51884 4.72765 -4.04921 0.001 -0.050 0.077
F 0.98568 4.92786 -5.27844 -0.002 0.066 0.009
C 1.38349 4.72005 -2.96595 0.004 -0.045 0.080
F 2.68678 4.94869 -3.14031 -0.011 0.005 -0.051
C 0.87459 4.45679 -1.70937 -0.244 0.033 0.126
F 1.71980 4.47001 -0.66502 0.243 -0.100 -0.196
```
Forces are in eV/Å.

Strongest force on any atom in eV/Å: 4.20
HOMO level in Eh: -0.2760
ΔE to the lowest compared entry with this formula, charge and spin in kcal/mol: 91.9
Net charge: 0
Frontier orbital gap in eV: 6.47
LUMO in Ha: -0.0384